Entry 1:
Formula: C23H51Cl6N5O22
Source: OMol25
Level of theory: ωB97M-V with the def2-TZVPD basis set

## Properties
charge: 0
SMILES string: C[N+](=O)[O-].C[N+](=O)[O-].C[N+](=O)[O-].C[N+](=O)[O-].C[N+](=O)[O-].COC(=O)OC.COC(=O)OC.COC(=O)OC.COC(=O)OC.ClCCCl.ClCCCl.ClCCCl
max |F|: 4.42 eV/Å
E_tot: -5596.62314 Ha

```
107
C23H51Cl6N5O22 | OMol25 | ωB97M-V with the def2-TZVPD basis set
C -0.77744 0.85830 -0.30950
N 0.62517 0.36000 -0.23743
O 1.47138 1.14274 0.13475
O 0.84717 -0.78704 -0.56784
H -1.24572 0.39450 -1.16853
H -0.76476 1.93300 -0.47093
H -1.25740 0.69761 0.65102
C -0.13245 -3.58819 -2.51106
N -0.09015 -3.30061 -3.97020
O 0.31225 -4.16688 -4.70768
O -0.56583 -2.25556 -4.36815
H -0.70405 -2.92214 -1.88139
H 0.90825 -3.61276 -2.19213
H -0.46465 -4.62505 -2.53024
C 3.23864 0.04972 -1.24247
N 2.72070 -1.33355 -1.30656
O 2.77400 -1.98078 -0.29524
O 2.32628 -1.72923 -2.38569
H 2.78600 0.53130 -0.37685
H 2.93038 0.60458 -2.12196
H 4.31962 0.05205 -1.13884
C -4.48591 2.60315 1.17666
N -3.35635 2.21301 2.06542
O -2.26525 2.63808 1.77583
O -3.66863 1.56267 3.03638
H -5.32467 2.64503 1.86607
H -4.57098 1.89395 0.35991
H -4.35337 3.60889 0.78651
C 0.72037 0.47112 -4.67504
N 0.38887 1.33924 -3.51630
O 1.30614 1.66911 -2.78191
O -0.77545 1.58349 -3.27449
H -0.20804 0.13982 -5.12433
H 1.27497 -0.38221 -4.29679
H 1.32094 1.05076 -5.37094
C 5.89547 -2.11169 5.31424
O 5.40977 -1.66591 4.04894
C 4.23519 -2.09834 3.62861
O 3.61637 -3.01971 4.08493
O 3.87125 -1.35541 2.60647
C 2.62434 -1.56821 1.94229
H 5.35752 -1.50519 6.04200
H 6.97614 -2.02912 5.32735
H 5.66544 -3.16354 5.49564
H 2.34651 -0.57839 1.59071
H 1.94129 -1.84833 2.74809
H 2.61056 -2.26033 1.10795
C -3.24413 -1.20890 -3.23216
O -3.29145 -2.50226 -2.65816
C -4.50335 -3.00635 -2.46720
O -5.57125 -2.45889 -2.54575
O -4.33493 -4.29640 -2.16238
C -5.51218 -5.00471 -1.79397
H -3.60018 -1.27341 -4.26602
H -2.21892 -0.86700 -3.15221
H -3.94681 -0.49217 -2.79825
H -6.23548 -4.37130 -1.28905
H -5.19889 -5.83208 -1.16045
H -5.99466 -5.46775 -2.65677
C 1.13268 -7.91007 2.42121
O 0.97066 -6.53161 2.18599
C 0.07020 -6.13892 1.29655
O -0.53587 -6.84618 0.54646
O 0.03329 -4.80977 1.35480
C -1.01614 -4.15856 0.66580
H 0.82056 -8.50418 1.56482
H 0.60508 -8.25966 3.31257
H 2.17887 -8.08470 2.67072
H -1.23410 -4.67304 -0.27022
H -0.78636 -3.12069 0.44018
H -1.89949 -4.17943 1.30647
C 3.06327 4.15765 0.00280
O 2.70215 5.39465 -0.61763
C 3.36604 5.72640 -1.72548
O 4.33521 5.18088 -2.17393
O 2.76962 6.80030 -2.23265
C 3.40121 7.39039 -3.36343
H 4.00788 4.34731 0.51340
H 3.18791 3.29495 -0.64877
H 2.30454 3.92718 0.74285
H 2.81625 8.28396 -3.57926
H 3.22503 6.76934 -4.24581
H 4.45924 7.60414 -3.25635
Cl -1.06037 7.97869 0.44905
C 0.05309 6.78623 -0.28110
C -0.32626 5.37808 0.16271
Cl -1.90660 4.90994 -0.51487
H 1.05929 6.93690 0.10161
H -0.04479 6.88907 -1.35484
H -0.30913 5.27197 1.24760
H 0.34783 4.59851 -0.18995
Cl -3.56045 -0.82260 0.47240
C -5.33551 -0.94533 0.40068
C -5.98619 -0.79414 1.76453
Cl -5.41313 -2.03626 2.92670
H -5.72315 -1.81680 -0.12980
H -5.68460 -0.18549 -0.30439
H -7.05459 -0.97737 1.70422
H -5.75346 0.19970 2.13605
Cl 3.44473 2.28080 2.71755
C 1.81305 2.43927 3.42707
C 1.81275 3.43713 4.56705
Cl 0.13994 3.80649 5.08259
H 1.49485 1.42723 3.66627
H 1.18948 2.73542 2.58444
H 2.27986 4.36429 4.24123
H 2.38798 3.10516 5.42717
```

Entry 2:
Formula: C3H9NS
Source: OMol25
Level of theory: ωB97M-V with the def2-TZVPD basis set

## Properties
charge: 0
SMILES string: C=N.CCS
max |F|: 5.25 eV/Å
E_tot: -572.54944 Ha

```
14
C3H9NS | OMol25 | ωB97M-V with the def2-TZVPD basis set
C 4.06463 0.58110 -1.12219
N 3.79632 0.26735 0.08431
H 4.56630 1.55286 -1.51679
H 3.70567 0.03248 -1.87942
H 4.15701 0.86287 0.80134
C -2.71160 -1.60007 0.34447
C -2.59511 -0.26237 -0.22482
S -1.08056 0.60991 0.48960
H -2.82517 -1.79242 1.42646
H -1.95540 -2.40214 -0.18458
H -3.70794 -2.02293 0.05689
H -3.48910 0.30036 0.18893
H -2.14712 -0.19503 -1.26144
H -0.13693 -0.27798 -0.03982
```

Entry 3:
Formula: C5H18N2O4
Source: OMol25
Level of theory: ωB97M-V with the def2-TZVPD basis set

## Properties
charge: 0
SMILES string: CC(=O)NCCCN.O.O.O
max |F|: 1.35 eV/Å
E_tot: -611.81913 Ha

```
29
C5H18N2O4 | OMol25 | ωB97M-V with the def2-TZVPD basis set
C 2.89470 0.05214 -0.01390
C 1.68470 -0.37873 -0.75894
O 1.66199 -1.44035 -1.39965
N 0.59156 0.42292 -0.79654
C 0.35004 1.52840 0.13079
C -0.61181 2.54154 -0.47375
C -1.90778 1.94066 -1.03818
N -2.62452 1.01406 -0.16074
H 3.22351 1.05294 -0.30969
H 3.72091 -0.62952 -0.20007
H 2.71454 0.07789 1.06375
H -0.20559 0.03961 -1.28279
H 1.29967 2.02686 0.33130
H -0.03085 1.13062 1.07018
H -0.86160 3.28170 0.29255
H -0.11280 3.09334 -1.27776
H -2.59683 2.75384 -1.27840
H -1.69507 1.45733 -1.99766
H -2.18324 0.09896 -0.17804
H -2.66619 1.36366 0.78890
O 0.59886 -1.11812 2.71430
H 0.12656 -1.83883 2.23339
H 0.46110 -1.33095 3.63655
O -0.71369 -3.16085 1.43019
H -0.81869 -2.82667 0.50487
H -0.22447 -3.98868 1.28061
O -0.89024 -2.25621 -1.13384
H 0.05867 -2.07466 -1.36557
H -1.24342 -2.83291 -1.81184
```

Entry 4:
Formula: C9H9N3O2
Source: OMol25
Level of theory: ωB97M-V with the def2-TZVPD basis set

## Properties
charge: 0
max |F|: 9.35 eV/Å
E_tot: -662.85792 Ha

```
23
C9H9N3O2 | OMol25 | ωB97M-V with the def2-TZVPD basis set
C -2.35685 0.88684 -1.27712
C -3.52228 0.13431 -1.26202
C -3.52441 -1.06567 -0.61386
C -2.49009 -1.47293 0.22118
C -1.34971 -0.68493 0.11817
C 3.01770 0.33592 0.11551
C 2.38617 1.08771 -0.95236
C 1.00501 1.27129 -0.63419
C 0.83315 -0.31156 1.12336
H -2.30196 1.81021 -1.81903
H -4.40311 0.39055 -1.84043
H -4.42630 -1.60040 -0.63602
H -2.40596 -2.36108 0.76809
H -0.42063 -0.96379 0.50781
H 2.76042 -0.82619 1.78767
H 3.06138 1.72678 -1.38769
H 0.46057 1.98128 -1.37113
H -0.56877 1.10275 0.89323
N -1.24990 0.48178 -0.64320
N 2.14060 -0.52345 0.87813
N 0.31406 0.60504 0.31471
O 4.27640 0.18330 0.31470
O 0.20096 -0.96950 1.96255
```

In the order shown, the computed E_HOMO values come out to -9.98, -8.79, -9.31, -8.34 eV.
In the order shown, the computed molecular weight values come out to 962.392, 91.179, 170.209, 191.190 g/mol.